# 1
Here is a 13-piece molecular cluster, C58H150N12O13 overall from OMol25. Energies are from the ωB97M-V functional and the def2-TZVPD basis.

Cartesian coordinates (Å):
O1 19.28 23.27 15.16
H1 18.45 22.77 15.17
H2 19.91 22.73 15.70
C1 19.11 20.07 13.50
C2 18.23 19.44 12.41
C3 18.12 17.88 12.67
C4 17.09 17.57 13.70
C5 15.81 18.33 13.52
C6 15.91 19.92 13.32
N1 16.91 20.09 12.21
O2 17.13 21.48 12.12
C7 14.57 20.53 12.81
C8 16.26 20.43 14.70
C9 18.95 19.57 11.08
H3 18.99 21.17 13.40
H4 20.16 19.87 13.22
H5 18.92 19.66 14.51
H6 17.96 17.39 11.70
H7 19.15 17.66 12.98
H8 17.53 17.80 14.69
H9 17.02 16.48 13.69
H10 15.12 18.13 14.35
H11 15.33 17.94 12.64
H12 13.78 20.35 13.58
H13 14.69 21.59 12.69
H14 14.19 20.05 11.86
H15 16.47 21.50 14.69
H16 15.40 20.16 15.35
H17 17.18 19.98 15.02
H18 19.81 18.89 11.23
H19 19.26 20.58 10.89
H20 18.29 19.18 10.32
H21 16.91 21.60 11.17
C10 18.29 15.18 16.58
C11 19.80 14.84 16.18
C12 19.73 13.95 14.93
C13 21.05 13.81 14.26
C14 21.59 15.16 13.96
C15 21.75 16.11 15.15
N2 20.38 16.11 15.74
O3 20.40 17.02 16.89
C16 22.90 15.53 16.00
C17 22.22 17.48 14.72
C18 20.52 14.20 17.35
H22 18.20 15.60 17.59
H23 17.70 14.28 16.50
H24 18.01 15.84 15.74
H25 19.40 12.95 15.20
H26 18.98 14.35 14.24
H27 20.89 13.13 13.43
H28 21.82 13.33 14.87
H29 20.95 15.69 13.24
H30 22.57 15.13 13.44
H31 22.99 14.53 16.13
H32 23.76 15.87 15.44
H33 22.97 16.06 16.93
H34 22.66 18.05 15.53
H35 22.94 17.40 13.89
H36 21.30 18.02 14.48
H37 20.80 15.00 18.08
H38 21.33 13.64 16.99
H39 19.81 13.54 17.89
H40 21.26 16.86 17.29
C19 12.39 20.93 17.88
C20 12.58 20.76 16.38
C21 12.17 19.37 15.86
O4 12.79 18.42 16.60
C22 12.30 17.08 16.39
N3 11.86 21.81 15.62
H41 12.76 21.79 18.35
H42 12.86 20.16 18.49
H43 11.32 20.84 18.17
H44 13.70 20.87 16.19
H45 12.43 19.30 14.80
H46 11.08 19.44 16.03
H47 11.26 17.04 16.65
H48 12.89 16.36 16.96
H49 12.37 16.79 15.36
H50 11.08 22.26 15.99
H51 12.46 22.53 15.29
C23 13.61 21.85 8.40
C24 14.91 21.90 7.59
C25 16.08 21.15 8.28
O5 16.74 21.95 9.31
C26 17.83 22.69 8.72
N4 14.73 21.31 6.24
H52 13.61 22.36 9.38
H53 13.15 20.92 8.66
H54 12.79 22.46 8.00
H55 15.21 22.91 7.39
H56 16.87 20.93 7.58
H57 15.75 20.24 8.76
H58 17.46 23.27 7.85
H59 18.72 22.09 8.47
H60 18.31 23.33 9.47
H61 14.70 20.31 6.31
H62 13.98 21.66 5.69
C27 8.75 20.84 13.45
C28 9.61 20.01 12.49
C29 8.80 19.52 11.30
O6 7.66 18.75 11.71
C30 6.83 18.36 10.55
N5 10.74 20.82 12.03
H63 7.91 20.33 13.91
H64 8.42 21.80 12.95
H65 9.41 21.25 14.26
H66 9.91 19.07 13.03
H67 9.49 18.99 10.57
H68 8.45 20.38 10.67
H69 7.33 18.16 9.59
H70 6.15 19.18 10.31
H71 6.17 17.57 10.88
H72 11.56 20.49 12.55
H73 10.63 21.76 12.37
C31 14.47 27.16 15.07
C32 15.93 27.31 15.48
C33 16.54 25.97 15.80
O7 15.80 25.22 16.75
C34 16.18 23.90 16.78
N6 16.65 27.83 14.35
H74 14.08 28.13 14.66
H75 13.88 26.83 15.95
H76 14.35 26.40 14.34
H77 16.00 27.98 16.33
H78 17.59 26.07 16.19
H79 16.58 25.36 14.85
H80 15.75 23.46 17.69
H81 17.23 23.86 16.92
H82 15.86 23.29 15.93
H83 17.65 27.73 14.30
H84 16.45 28.80 14.28
C35 11.11 15.19 11.81
C36 10.65 16.57 11.32
C37 11.86 17.51 11.29
O8 12.80 17.04 10.28
C38 13.32 18.07 9.47
N7 10.04 16.61 9.93
H85 10.34 14.47 11.97
H86 11.63 15.32 12.84
H87 11.87 14.78 11.11
H88 9.82 16.94 12.04
H89 12.36 17.51 12.26
H90 11.62 18.56 11.05
H91 13.61 19.02 9.96
H92 12.62 18.21 8.67
H93 14.27 17.62 9.06
H94 10.64 15.97 9.39
H95 9.16 16.09 10.03
C39 20.94 26.45 12.00
C40 20.36 25.20 12.57
C41 19.04 24.83 11.94
O9 18.13 25.84 12.32
C42 16.81 25.51 11.81
N8 21.41 24.16 12.54
H96 20.15 27.20 12.08
H97 21.23 26.40 10.94
H98 21.85 26.82 12.55
H99 20.20 25.45 13.66
H100 18.72 23.93 12.43
H101 19.10 24.74 10.85
H102 16.90 25.40 10.72
H103 16.20 26.36 12.13
H104 16.49 24.51 12.20
H105 21.03 23.28 12.95
H106 21.68 23.99 11.59
C43 25.10 21.57 16.16
C44 23.73 20.97 15.96
C45 22.57 21.99 16.29
O10 21.24 21.50 16.01
C46 20.86 20.70 17.12
N9 23.61 20.48 14.62
H107 25.35 21.68 17.24
H108 25.28 22.46 15.57
H109 25.85 20.86 15.81
H110 23.59 20.13 16.69
H111 22.70 22.81 15.52
H112 22.60 22.50 17.25
H113 19.85 20.96 17.35
H114 21.39 20.96 18.06
H115 21.06 19.65 16.91
H116 22.62 20.12 14.53
H117 23.67 21.23 13.91
C47 23.14 18.67 8.36
C48 21.76 18.14 8.63
C49 20.70 19.04 7.79
O11 19.55 18.28 7.50
C50 18.52 19.03 7.03
N10 21.68 16.69 8.36
H118 23.33 19.68 8.80
H119 23.54 18.65 7.39
H120 23.83 18.03 8.99
H121 21.60 18.28 9.73
H122 21.24 19.34 6.90
H123 20.41 19.89 8.39
H124 18.69 19.42 6.00
H125 18.31 19.92 7.62
H126 17.72 18.34 7.06
H127 21.71 16.56 7.39
H128 20.70 16.40 8.49
C51 22.36 22.47 7.41
C52 22.49 23.93 7.03
C53 23.78 24.47 7.63
O12 23.81 24.30 9.00
C54 25.02 24.81 9.57
N11 22.43 24.08 5.59
H129 23.19 22.20 8.11
H130 22.44 21.79 6.54
H131 21.39 22.23 7.82
H132 21.64 24.51 7.38
H133 23.74 25.56 7.44
H134 24.73 24.06 7.20
H135 25.12 25.91 9.59
H136 25.86 24.33 9.00
H137 25.02 24.43 10.55
H138 22.99 23.43 5.07
H139 22.71 25.00 5.27
C55 16.75 13.81 8.57
C56 15.72 14.54 9.33
C57 16.48 15.55 10.24
O13 17.38 14.98 11.12
C58 16.74 14.17 12.05
N12 14.69 15.29 8.49
H140 16.41 12.85 8.13
H141 17.55 13.64 9.21
H142 17.08 14.46 7.76
H143 15.18 13.74 9.85
H144 15.75 16.21 10.77
H145 17.07 16.21 9.60
H146 16.45 13.15 11.79
H147 15.87 14.72 12.40
H148 17.42 14.09 12.86
H149 13.72 15.17 8.73
H150 14.87 15.14 7.50

Properties
E_HOMO (eV): -8.4
LUMO level (eV): 0.57
Molar mass (g/mol): 1223.91
Maximum force (eV/Å): 3.6

These are the Mulliken partial charges, in e, on atoms 1 to 8: O -0.207; H 0.008; H 0.336; C -0.432; C 2.667; C -0.604; C 0.166; C -1.044

# 2
Here is a 13-piece molecular cluster, C58H150N8O21 overall from OMol25. Energies are from the ωB97M-V functional and the def2-TZVPD basis.

Cartesian coordinates (Å):
C1 0.38 -3.14 -7.63
O1 -0.45 -2.73 -6.56
C2 -0.15 -3.44 -5.38
C3 -1.14 -3.06 -4.34
N1 -1.20 -3.96 -3.16
C4 -2.34 -3.72 -2.29
C5 -3.83 -3.56 -2.75
O2 -4.01 -2.18 -3.01
C6 -5.26 -1.80 -3.51
H1 1.41 -3.09 -7.25
H2 0.30 -2.37 -8.40
H3 0.06 -4.09 -7.92
H4 0.84 -3.02 -5.03
H5 -0.11 -4.55 -5.49
H6 -2.16 -3.22 -4.74
H7 -0.99 -2.11 -3.93
H8 -0.41 -3.88 -2.51
H9 -2.09 -2.74 -1.68
H10 -2.29 -4.54 -1.58
H11 -4.49 -4.03 -1.96
H12 -3.98 -4.14 -3.68
H13 -5.67 -2.36 -4.42
H14 -5.09 -0.71 -3.71
H15 -5.92 -1.92 -2.66
C7 1.17 11.11 -0.65
O3 0.04 11.07 0.15
C8 -0.97 10.44 -0.56
C9 -2.19 10.26 0.33
N2 -2.04 9.41 1.50
C10 -1.98 8.01 1.16
C11 -1.93 7.01 2.31
O4 -0.59 7.00 2.83
C12 -0.56 6.32 4.06
H16 2.02 11.54 -0.15
H17 0.98 11.72 -1.54
H18 1.30 10.08 -0.97
H19 -0.62 9.38 -0.99
H20 -1.24 11.04 -1.47
H21 -3.00 9.87 -0.29
H22 -2.52 11.22 0.70
H23 -1.14 9.66 2.09
H24 -1.13 7.68 0.54
H25 -2.97 7.76 0.68
H26 -2.22 6.04 2.00
H27 -2.57 7.31 3.11
H28 0.46 6.36 4.56
H29 -0.78 5.26 3.83
H30 -1.30 6.79 4.71
C13 -1.17 0.95 -3.99
O5 -0.02 1.55 -3.43
C14 -0.27 2.98 -3.44
C15 0.73 3.87 -2.74
N3 0.15 5.17 -2.52
C16 -0.51 5.34 -1.22
C17 0.48 5.83 -0.16
O6 1.02 7.07 -0.62
C18 1.84 7.65 0.39
H31 -2.12 0.97 -3.44
H32 -0.96 -0.09 -4.23
H33 -1.42 1.43 -5.01
H34 -1.28 3.10 -2.98
H35 -0.29 3.27 -4.48
H36 1.71 3.86 -3.35
H37 0.99 3.36 -1.85
H38 0.91 5.88 -2.55
H39 -0.88 4.36 -0.98
H40 -1.39 6.01 -1.37
H41 1.26 5.10 0.01
H42 -0.09 5.97 0.79
H43 1.13 8.03 1.18
H44 2.38 8.47 -0.09
H45 2.56 6.94 0.88
C19 3.87 -6.28 1.41
O7 2.55 -6.76 1.16
C20 2.33 -8.06 1.59
C21 0.82 -8.39 1.62
N4 0.13 -7.54 2.54
C22 -1.27 -7.99 2.88
C23 -2.24 -7.66 1.83
O8 -2.26 -6.25 1.72
C24 -3.38 -5.75 1.06
H46 3.92 -5.29 0.92
H47 4.66 -6.97 1.09
H48 3.93 -6.08 2.47
H49 2.78 -8.19 2.56
H50 2.85 -8.86 0.95
H51 0.71 -9.47 1.92
H52 0.39 -8.32 0.58
H53 0.20 -6.56 2.23
H54 -1.51 -7.41 3.81
H55 -1.24 -9.04 3.08
H56 -3.21 -8.10 2.09
H57 -1.92 -8.14 0.88
H58 -3.66 -6.43 0.26
H59 -3.19 -4.76 0.69
H60 -4.29 -5.59 1.65
C25 -0.11 -0.22 9.20
O9 0.14 0.78 8.25
C26 0.60 0.30 6.97
C27 0.11 1.29 5.94
N5 -1.37 1.24 5.82
C28 -1.98 2.12 4.75
C29 -3.44 1.70 4.63
O10 -4.16 2.57 3.76
C30 -5.48 2.11 3.53
H61 0.82 -0.52 9.60
H62 -0.52 -1.09 8.66
H63 -0.80 0.20 9.91
H64 0.37 -0.74 6.72
H65 1.71 0.41 6.94
H66 0.53 0.93 4.99
H67 0.54 2.24 6.25
H68 -1.75 1.69 6.67
H69 -1.50 1.95 3.76
H70 -2.05 3.19 4.92
H71 -3.99 1.64 5.58
H72 -3.45 0.64 4.26
H73 -5.93 2.55 2.69
H74 -6.10 2.38 4.36
H75 -5.39 1.05 3.40
C31 -2.33 0.55 0.07
O11 -3.31 1.38 -0.54
C32 -4.29 0.49 -1.15
C33 -5.39 1.39 -1.61
N6 -4.95 2.34 -2.64
C34 -5.82 3.41 -2.93
C35 -5.15 4.37 -3.96
O12 -3.92 4.83 -3.37
C36 -3.02 5.32 -4.33
H76 -1.73 0.04 -0.75
H77 -2.88 -0.10 0.83
H78 -1.63 1.23 0.60
H79 -4.61 -0.14 -0.32
H80 -3.81 -0.20 -1.85
H81 -5.76 2.01 -0.73
H82 -6.20 0.77 -2.01
H83 -4.09 2.79 -2.31
H84 -6.24 3.93 -2.05
H85 -6.69 3.06 -3.43
H86 -5.78 5.22 -4.16
H87 -5.02 3.79 -4.94
H88 -2.06 5.48 -3.87
H89 -3.38 6.23 -4.76
H90 -2.96 4.61 -5.21
C37 3.87 -0.23 4.14
O13 2.61 -0.96 4.05
C38 2.68 -1.85 2.97
C39 1.40 -2.68 2.96
N7 0.15 -1.90 3.12
C40 -1.08 -2.63 2.80
C41 -2.30 -1.87 3.28
O14 -3.45 -2.73 3.18
C42 -3.84 -3.11 4.45
H91 4.19 0.34 3.22
H92 4.70 -0.86 4.49
H93 3.73 0.51 4.94
H94 3.55 -2.55 3.15
H95 2.69 -1.34 1.95
H96 1.45 -3.43 3.76
H97 1.34 -3.11 1.95
H98 -0.02 -1.48 4.07
H99 -1.12 -3.68 3.26
H100 -1.20 -2.76 1.74
H101 -2.53 -0.87 2.71
H102 -2.11 -1.52 4.28
H103 -4.60 -3.84 4.37
H104 -4.28 -2.27 4.99
H105 -3.03 -3.62 4.99
C43 0.49 3.46 2.30
O15 0.26 2.48 1.29
C44 1.19 1.38 1.43
C45 1.29 0.82 0.05
N8 1.59 -0.61 0.08
C46 1.52 -1.29 -1.22
C47 1.56 -2.80 -1.18
O16 0.37 -3.30 -0.70
C48 0.52 -4.67 -0.33
H106 -0.39 3.99 2.25
H107 1.48 3.96 2.11
H108 0.44 3.02 3.27
H109 0.79 0.65 2.09
H110 2.12 1.87 1.71
H111 2.10 1.39 -0.49
H112 0.35 1.04 -0.45
H113 0.97 -1.12 0.70
H114 2.36 -0.91 -1.83
H115 0.60 -0.99 -1.73
H116 2.39 -3.18 -0.58
H117 1.79 -3.19 -2.18
H118 1.32 -4.70 0.43
H119 0.97 -5.24 -1.18
H120 -0.41 -5.10 -0.05
C49 2.94 1.47 -5.08
C50 3.69 1.06 -3.90
O17 4.54 -0.10 -4.17
H121 2.03 0.91 -5.26
H122 3.59 1.49 -5.95
H123 2.55 2.52 -5.00
H124 3.06 0.87 -3.06
H125 4.28 1.86 -3.56
H126 5.35 0.02 -3.66
C51 6.47 -3.04 0.40
C52 5.37 -2.12 0.06
O18 5.70 -1.45 -1.22
H127 6.70 -3.79 -0.45
H128 6.26 -3.58 1.38
H129 7.42 -2.44 0.45
H130 5.24 -1.41 0.79
H131 4.45 -2.62 -0.01
H132 5.25 -2.01 -1.89
C53 5.22 1.84 0.67
C54 6.70 1.62 0.60
O19 7.09 0.24 0.47
H133 5.06 2.88 0.74
H134 4.72 1.35 1.54
H135 4.74 1.32 -0.18
H136 7.22 2.04 1.49
H137 7.14 2.13 -0.24
H138 6.61 0.00 -0.38
C55 4.65 -4.86 -3.04
C56 4.38 -3.79 -4.06
O20 5.06 -2.63 -3.61
H139 4.18 -5.79 -3.28
H140 4.26 -4.54 -2.10
H141 5.70 -5.05 -3.05
H142 3.30 -3.58 -4.11
H143 4.78 -3.96 -5.02
H144 4.70 -1.84 -4.07
C57 -0.59 -7.50 -2.86
C58 0.81 -7.64 -3.45
O21 1.57 -6.46 -3.35
H145 -0.95 -6.52 -3.10
H146 -0.65 -7.54 -1.76
H147 -1.33 -8.19 -3.34
H148 0.67 -7.91 -4.48
H149 1.39 -8.37 -2.94
H150 1.08 -5.76 -3.81

Properties
E_HOMO (eV): -8.5
LUMO level (eV): 0.58
Relative energy (zero: lowest compared OMol25 entry of this formula, charge and spin) (kJ/mol): 204.2
Molar mass (g/mol): 1295.87
Maximum force (eV/Å): 3.6

These are the Mulliken partial charges, in e, on atoms 1 to 8: C -0.757; O -0.399; C -0.313; C -0.269; N 0.313; C 0.683; C -1.198; O 0.056

Question: Which of these has the lowest LUMO level?
Answer: C58H150N12O13